Record 1
Entry from OMol25: C4H6NPS in the gas phase (wB97M-V/def2-TZVPD).

Last column: Löwdin charge in e.
Geometry (Å):
C 1.209 -1.174 -0.421  -0.18
C 2.326 -0.478 -0.573  -0.45
C -0.144 0.974 0.135  -0.60
C -0.054 -0.606 0.231  -0.21
N 0.982 1.813 0.056  -0.37
P -1.758 1.672 -0.242  0.83
S 2.523 1.160 -0.004  0.87
H 0.820 -1.898 -1.216  0.13
H 3.293 -0.800 -0.906  0.05
H -0.941 -0.815 -0.232  0.04
H -0.002 -0.933 1.266  0.11
H -1.465 2.887 0.490  -0.07
H -2.579 1.276 0.769  -0.14

As for the SMILES: PC1=NSC=CC1. As for the gap between HOMO and LUMO: 8.51 eV. The spin multiplicity is 1. The HOMO energy is -8.091 eV. The total energy comes out at -25856.2444 eV. The LUMO energy is 0.4 eV.

Record 2
Entry from OMol25: C41H42Br2N5O3Ta as an isolated structure (wB97M-V/def2-TZVPD).

Last column: Löwdin charge in e.
Geometry (Å):
Ta -0.071 -0.063 0.049  1.93
C -2.953 -3.001 1.969  -0.06
C -1.540 -2.452 2.156  -0.39
C -0.607 -3.560 2.643  -0.05
C -1.465 -1.270 3.098  -0.15
C -2.350 -1.235 4.167  -0.01
C -2.263 -0.242 5.125  -0.02
C -1.296 0.738 5.014  0.00
C -0.389 0.758 3.961  -0.12
C 0.626 1.886 3.922  -0.36
C 1.672 1.750 5.036  -0.04
C -0.079 3.240 4.061  -0.08
C -0.470 -0.277 3.013  -0.15
N 0.544 -0.367 1.976  -0.09
C 1.878 -0.475 2.364  -0.45
O 2.287 -0.797 3.445  0.15
C 2.780 -0.160 1.215  -0.16
C 4.153 -0.192 1.263  0.07
C 4.856 -0.029 0.073  0.04
C 4.166 0.102 -1.127  0.07
C 2.789 0.125 -1.087  -0.16
N 2.122 0.047 0.067  0.00
C 1.910 0.108 -2.293  -0.47
O 2.358 0.046 -3.403  0.15
N 0.562 0.103 -1.936  -0.05
C -0.397 0.163 -3.045  -0.15
C -0.946 -1.045 -3.524  -0.14
C -1.907 -0.991 -4.528  -0.02
C -2.280 0.208 -5.101  -0.04
C -1.628 1.361 -4.716  -0.02
C -0.656 1.381 -3.715  -0.10
C 0.055 2.734 -3.586  -0.35
C 0.169 3.321 -2.193  -0.08
C 1.406 2.802 -4.310  -0.04
C -0.496 -2.448 -3.127  -0.34
C 1.018 -2.678 -3.209  -0.04
C -1.149 -2.926 -1.840  -0.08
H -2.989 -3.683 1.116  0.09
H -3.684 -2.207 1.823  0.08
H -3.263 -3.575 2.842  0.09
H -1.193 -2.127 1.152  0.04
H -0.961 -3.912 3.614  0.11
H 0.412 -3.197 2.786  0.07
H -0.604 -4.412 1.961  0.09
H -3.110 -1.999 4.261  0.12
H -2.950 -0.235 5.962  0.12
H -1.239 1.511 5.769  0.12
H 1.136 1.869 2.953  0.12
H 1.182 1.790 6.011  0.09
H 2.376 2.582 4.985  0.09
H 2.228 0.817 4.979  0.07
H -0.403 3.402 5.089  0.09
H -0.957 3.314 3.419  0.04
H 0.605 4.050 3.807  0.07
H 4.643 -0.358 2.214  0.14
H 5.938 -0.046 0.076  0.14
H 4.663 0.170 -2.086  0.14
H -2.339 -1.917 -4.889  0.12
H -3.024 0.234 -5.886  0.12
H -1.849 2.287 -5.231  0.12
H -0.598 3.410 -4.137  0.12
H 0.978 2.870 -1.613  0.07
H -0.769 3.215 -1.656  0.05
H 0.388 4.386 -2.264  0.09
H 2.215 2.388 -3.714  0.06
H 1.650 3.848 -4.505  0.09
H 1.388 2.274 -5.264  0.09
H -0.913 -3.100 -3.896  0.13
H 1.571 -2.294 -2.352  0.03
H 1.427 -2.198 -4.097  0.10
H 1.222 -3.748 -3.280  0.10
H -1.006 -2.213 -1.014  -0.02
H -0.757 -3.888 -1.502  0.10
H -2.224 -3.027 -1.986  0.09
Br -0.672 4.807 1.028  0.94
C -2.052 3.585 0.744  -0.59
C -3.394 4.040 0.722  -0.12
C -4.420 3.183 0.444  -0.60
Br -6.174 3.837 0.432  0.89
C -4.169 1.810 0.152  -0.16
C -5.138 0.854 -0.215  0.03
C -4.745 -0.424 -0.505  0.00
C -3.392 -0.766 -0.432  -0.10
N -2.441 0.088 -0.083  0.04
C -2.841 1.377 0.202  -0.15
C -1.814 2.268 0.514  -0.33
O -0.589 1.643 0.486  -0.24
H -3.593 5.084 0.919  0.11
H -6.180 1.140 -0.268  0.10
H -5.463 -1.179 -0.793  0.13
H -3.084 -1.774 -0.642  0.08
N 1.524 -3.330 0.309  0.26
C 0.932 -2.383 0.035  -0.07
H 2.049 -4.166 0.494  0.15

Its total charge is +2. As for the gap between HOMO and LUMO: 6.35 eV. The spin multiplicity is 1. The HOMO energy is -13.884 eV. The total energy comes out at -198417.7095 eV. The LUMO energy is -7.5 eV.

Record 3
Entry from OMol25: C28H21CdClN7O5S2 as an isolated structure (wB97M-V/def2-TZVPD).

Last column: Löwdin charge in e.
Geometry (Å):
Cd 0.044 -0.848 -0.757  1.33
C 3.089 0.721 3.754  -0.43
S 2.339 -0.927 3.567  0.79
C 1.181 -0.612 2.262  -1.14
S 1.540 0.507 1.053  0.61
N 0.040 -1.218 2.432  -0.12
N -0.850 -1.156 1.459  -0.11
C -2.104 -1.090 1.746  -0.13
C -3.044 -0.876 0.677  -0.29
C -4.353 -0.440 0.933  -0.02
C -5.154 -0.086 -0.135  -0.07
C -4.653 -0.207 -1.423  -0.05
C -3.364 -0.697 -1.586  -0.13
N -2.581 -1.008 -0.573  0.06
H 4.103 0.590 4.113  0.02
H 2.498 1.298 4.460  0.02
H 3.086 1.200 2.778  -0.04
H -2.448 -1.038 2.779  0.12
H -4.705 -0.330 1.950  0.11
H -6.156 0.292 0.019  0.10
H -5.244 0.070 -2.282  0.10
H -2.932 -0.839 -2.567  0.11
O -0.086 3.694 -4.917  0.10
C 0.154 4.313 -3.788  -0.53
O 0.600 5.440 -3.755  0.03
C -0.170 3.587 -2.527  -0.05
C -0.224 4.192 -1.280  -0.55
Cl 0.003 5.844 -0.980  0.83
N -0.539 3.247 -0.354  -0.05
N -0.674 2.055 -0.962  0.11
C -0.458 2.221 -2.250  -0.12
C -0.644 1.048 -3.196  -0.58
O -0.810 1.323 -4.402  0.03
O -0.688 -0.092 -2.705  -0.11
C -0.741 3.314 1.037  -0.18
C -0.547 4.461 1.800  -0.04
C -0.750 4.414 3.170  -0.09
C -1.122 3.236 3.796  -0.10
C -1.316 2.096 3.034  -0.08
C -1.148 2.138 1.665  -0.07
H -0.406 2.718 -4.784  0.06
H -0.236 5.384 1.344  0.04
H -0.618 5.319 3.750  0.10
H -1.246 3.205 4.869  0.10
H -1.591 1.165 3.507  0.09
H -1.300 1.265 1.053  0.05
O 2.039 -1.105 -1.473  -0.25
C 2.881 -2.015 -1.185  -0.41
C 4.271 -1.701 -1.201  -0.02
C 5.243 -2.626 -0.945  -0.11
C 4.900 -3.945 -0.640  -0.13
C 3.572 -4.293 -0.606  -0.07
C 2.547 -3.377 -0.879  -0.10
C 1.177 -3.820 -0.893  -0.27
N 0.077 -3.080 -0.945  0.02
C -0.981 -3.934 -1.004  -0.16
C -0.539 -5.220 -0.979  -0.10
N 0.827 -5.140 -0.909  0.10
H 4.519 -0.670 -1.414  0.11
H 6.284 -2.335 -0.969  0.09
H 5.670 -4.674 -0.426  0.08
H 3.313 -5.310 -0.339  0.09
H -1.985 -3.564 -1.076  0.08
H -1.052 -6.160 -1.016  0.10
H 1.465 -5.916 -0.886  0.14

Its total charge is -1. As for the gap between HOMO and LUMO: 6.41 eV. The spin multiplicity is 1. The HOMO energy is -4.538 eV. The total energy comes out at -88806.5062 eV. The LUMO energy is 1.9 eV.

Record 4
Entry from OMol25: C5H8O in the gas phase (wB97M-V/def2-TZVPD).

Last column: Löwdin charge in e.
Geometry (Å):
C -0.260 -0.431 -1.402  -0.07
C -0.800 0.521 -0.385  -0.23
C -0.683 -0.018 1.031  -0.12
C 0.830 -0.299 1.185  -0.18
O 1.505 0.493 0.213  -0.08
C 0.600 0.714 -0.825  -0.26
H 0.018 -1.445 -1.161  0.10
H -0.629 -0.281 -2.421  0.11
H -1.608 1.199 -0.628  0.13
H -1.270 -0.936 1.151  0.12
H -1.040 0.716 1.758  0.11
H 1.064 -1.355 0.998  0.12
H 1.207 -0.035 2.177  0.12
H 0.984 1.030 -1.761  0.13

As for the SMILES: C1C[C@@H]2C[C@@H]2O1. As for the gap between HOMO and LUMO: 9.89 eV. The spin multiplicity is 1. The HOMO energy is -8.763 eV. The total energy comes out at -7360.1683 eV. The LUMO energy is 1.1 eV.